Record 1
# CHCl3S

One molecule with the formula CHCl3S in a non-equilibrium geometry (wB97M-V/def2-TZVPD, the Open Molecules 2025 dataset).

```
6
Properties=species:S:1:pos:R:3
C -0.02 -0.36 -0.13
S 0.72 0.91 1.08
Cl -1.46 -1.10 0.66
Cl 1.31 -1.50 -0.53
Cl -0.57 0.23 -1.76
H 0.02 1.81 0.67
```

* LUMO: 0.0 eV
* largest force on an atom: 4.61 eV/A
* energy: -1817.42844 Eh
* frontier orbital gap: 10.08 eV

Atom charges from the Löwdin analysis, given in e for atoms 1 to 2: number 1, C, carries -1.8472; number 2, S, carries 0.6616

***

Record 2
# C64H54CdO3P2S5

C64H54CdO3P2S5 as an isolated structure in a non-equilibrium geometry (wB97M-V/def2-TZVPD, the Open Molecules 2025 dataset).

```
129
Properties=species:S:1:pos:R:3
Cd -0.82 0.45 -0.39
O 2.98 1.07 -1.61
S 2.13 -0.05 -1.21
C 1.84 -0.96 -2.76
C 2.50 -0.55 -3.90
C 2.31 -1.23 -5.09
C 1.46 -2.33 -5.11
C 0.79 -2.73 -3.97
C 0.95 -2.03 -2.77
P 0.05 -2.40 -1.14
C 0.53 -4.18 -1.33
C -0.28 -5.31 -1.29
C 0.26 -6.59 -1.35
C 1.63 -6.78 -1.43
C 2.46 -5.66 -1.48
C 1.91 -4.40 -1.42
C -1.61 -2.53 -1.96
C -2.59 -3.30 -1.33
C -3.82 -3.53 -1.93
C -4.11 -2.96 -3.16
C -3.17 -2.13 -3.76
C -1.94 -1.91 -3.16
C 3.37 -1.25 -0.59
C 4.53 -1.48 -1.31
C 5.54 -2.23 -0.75
C 5.39 -2.74 0.53
C 4.22 -2.52 1.24
C 3.19 -1.75 0.69
P 1.54 -1.44 1.44
C 1.45 -2.97 2.46
C 1.06 -3.01 3.79
C 0.97 -4.21 4.47
C 1.28 -5.40 3.85
C 1.67 -5.38 2.52
C 1.75 -4.18 1.84
C 2.08 -0.35 2.82
C 1.09 0.04 3.72
C 1.40 0.80 4.82
C 2.71 1.22 5.04
C 3.69 0.87 4.13
C 3.39 0.08 3.03
H 3.15 0.31 -3.83
H 2.81 -0.92 -5.99
H 1.32 -2.89 -6.03
H 0.12 -3.58 -4.00
H -1.35 -5.21 -1.24
H -0.40 -7.44 -1.33
H 2.05 -7.77 -1.48
H 3.53 -5.78 -1.56
H 2.57 -3.54 -1.45
H -2.39 -3.67 -0.33
H -4.55 -4.15 -1.44
H -5.06 -3.15 -3.64
H -3.40 -1.66 -4.71
H -1.25 -1.22 -3.63
H 4.62 -1.05 -2.30
H 6.45 -2.41 -1.30
H 6.19 -3.31 0.99
H 4.11 -2.90 2.25
H 0.83 -2.09 4.31
H 0.67 -4.20 5.51
H 1.23 -6.34 4.39
H 1.92 -6.30 2.01
H 2.07 -4.18 0.81
H 0.06 -0.24 3.50
H 0.63 1.08 5.53
H 2.96 1.82 5.90
H 4.71 1.21 4.27
H 4.17 -0.18 2.33
S 0.79 1.81 1.18
C 1.14 3.22 0.24
C 1.99 4.15 0.84
C 2.32 5.34 0.23
C 1.78 5.63 -1.02
C 0.96 4.71 -1.64
C 0.64 3.49 -1.05
S -0.34 2.41 -2.01
H 2.38 3.90 1.82
H 2.99 6.04 0.71
H 2.01 6.57 -1.52
H 0.54 4.93 -2.61
O -2.35 1.73 1.08
S -1.70 1.50 2.38
C -1.95 3.11 3.20
C -2.42 4.14 2.41
C -2.57 5.41 2.95
C -2.23 5.65 4.27
C -1.73 4.62 5.05
C -1.58 3.35 4.52
C -2.97 0.57 3.30
C -3.79 -0.22 2.51
C -4.59 -1.19 3.08
C -4.54 -1.40 4.45
C -3.70 -0.64 5.24
C -2.90 0.33 4.67
H -2.64 3.92 1.38
H -2.94 6.22 2.33
H -2.35 6.64 4.69
H -1.44 4.82 6.07
H -1.16 2.56 5.12
H -3.77 -0.05 1.45
H -5.20 -1.82 2.46
H -5.15 -2.17 4.91
H -3.62 -0.83 6.30
H -2.22 0.89 5.30
S -1.41 -1.58 0.93
C -6.30 2.56 2.85
C -5.91 2.13 1.47
C -6.26 0.88 0.98
C -5.75 0.42 -0.23
C -6.05 -0.99 -0.66
C -4.86 1.22 -0.96
C -4.15 0.62 -2.08
O -3.00 0.84 -2.40
C -4.58 2.53 -0.52
C -3.71 3.44 -1.32
C -5.12 2.97 0.68
H -7.00 1.87 3.30
H -6.73 3.57 2.86
H -5.40 2.58 3.48
H -6.89 0.24 1.58
H -6.81 -1.43 -0.01
H -5.15 -1.60 -0.60
H -6.42 -1.02 -1.68
H -4.72 -0.15 -2.65
H -4.03 3.47 -2.36
H -2.68 3.06 -1.31
H -3.71 4.45 -0.92
H -4.89 3.95 1.06
```

* charge: -2
* LUMO: 4.1 eV
* largest force on an atom: 2.33 eV/A
* energy: -5538.30918 Eh
* frontier orbital gap: 4.91 eV

Atom charges from the Löwdin analysis, given in e for atoms 1 to 2: number 1, Cd, carries 1.0214; number 2, O, carries -0.4874

***

Record 3
# C2H4F3N

One molecule with the formula C2H4F3N in a non-equilibrium geometry (wB97M-V/def2-TZVPD, the Open Molecules 2025 dataset).

```
10
Properties=species:S:1:pos:R:3
C 0.33 0.41 -0.45
C 0.80 -0.98 -1.15
N -0.12 0.22 0.87
F 1.58 1.23 -0.39
F 1.64 -1.58 -0.39
F 1.37 -0.84 -2.37
H -0.29 1.03 -1.05
H -0.12 -1.45 -1.40
H 0.51 -0.41 1.32
H -0.16 1.06 1.33
```

* LUMO: 1.0 eV
* largest force on an atom: 4.55 eV/A
* energy: -432.94281 Eh
* frontier orbital gap: 12.03 eV

Atom charges from the Löwdin analysis, given in e for atoms 1 to 2: number 1, C, carries -0.2266; number 2, C, carries -0.3890

***

Record 4
# C3H8O3

A 2-piece molecular cluster, C3H8O3 overall in a non-equilibrium geometry (wB97M-V/def2-TZVPD, the Open Molecules 2025 dataset).

```
14
Properties=species:S:1:pos:R:3
C -0.93 -1.28 1.00
O -1.22 -0.83 -0.30
C -2.17 -1.83 1.69
H -0.57 -0.44 1.60
H -0.19 -2.08 0.97
H -0.97 0.08 -0.45
H -2.81 -1.04 2.07
H -1.92 -2.53 2.48
H -2.77 -2.37 0.95
O 3.50 1.99 -0.72
C 3.04 2.31 -1.77
O 1.72 2.36 -2.07
H 3.65 2.72 -2.60
H 1.62 2.92 -2.85
```

* LUMO: 0.4 eV
* largest force on an atom: 1.43 eV/A
* energy: -344.80370 Eh
* frontier orbital gap: 10.59 eV

Atom charges from the Löwdin analysis, given in e for atoms 1 to 2: number 1, C, carries -0.3289; number 2, O, carries -0.0766

***

Record 5
# C15H35N7OReS4

C15H35N7OReS4 as an isolated structure in a non-equilibrium geometry (wB97M-V/def2-TZVPD, the Open Molecules 2025 dataset).

```
63
Properties=species:S:1:pos:R:3
Re -0.38 -0.38 0.29
C -0.79 -3.55 0.48
C -2.24 -3.08 0.62
S -2.43 -1.38 -0.01
C -3.40 -0.63 1.34
C -2.65 -0.52 2.66
S -1.00 0.20 2.43
C 0.01 -0.94 3.42
C 0.08 -2.37 2.87
S 0.45 -2.37 1.09
H -0.57 -3.73 -0.58
H -0.66 -4.51 0.99
H -2.57 -3.16 1.65
H -2.89 -3.73 0.03
H -4.33 -1.19 1.47
H -3.69 0.37 1.00
H -2.60 -1.49 3.16
H -3.21 0.14 3.34
H -0.36 -0.95 4.45
H 1.03 -0.52 3.46
H -0.85 -2.90 3.08
H 0.87 -2.92 3.38
C -1.89 1.11 -4.72
N -0.76 0.79 -3.83
C 0.22 -0.09 -4.45
C -0.99 0.68 -2.47
N -0.52 -0.23 -1.70
N -1.77 1.68 -1.92
C -2.07 1.90 -0.60
N -2.74 3.06 -0.37
N -1.74 1.09 0.32
H -1.56 1.22 -5.76
H -2.36 2.06 -4.44
H -2.64 0.31 -4.68
H 0.46 0.23 -5.47
H -0.16 -1.12 -4.50
H 1.16 -0.09 -3.89
H 0.33 -1.16 -2.09
H -1.72 2.53 -2.45
H -3.50 3.20 -1.02
H -3.09 3.10 0.58
H -1.93 1.29 1.61
O 0.66 0.95 0.53
C 2.89 1.19 2.37
N 3.07 0.08 1.43
C 3.39 -1.20 2.05
C 2.51 0.17 0.14
S 1.71 -1.13 -0.59
N 2.68 1.41 -0.48
C 3.96 2.12 -0.38
C 1.85 1.84 -1.60
H 2.21 0.87 3.16
H 2.47 2.08 1.91
H 3.86 1.43 2.81
H 4.18 -1.05 2.79
H 3.75 -1.91 1.31
H 2.50 -1.59 2.55
H 4.64 1.65 0.33
H 3.76 3.15 -0.08
H 4.44 2.11 -1.36
H 0.82 1.47 -1.49
H 2.27 1.45 -2.54
H 1.82 2.93 -1.64
```

* spin multiplicity: 2
* charge: +2
* LUMO (spin up / spin down): -5.7 / -5.9 eV
* largest force on an atom: 6.94 eV/A
* ⟨S²⟩: 0.76
* energy: -2721.35170 Eh
* frontier orbital gap (spin up / spin down): 6.51 / 6.58 eV

Atom charges from the Löwdin analysis, given in e for atoms 1 to 2: number 1, Re, carries 0.7590; number 2, C, carries -0.4411

***

Record 6
# C3H7NOS

One molecule with the formula C3H7NOS in a non-equilibrium geometry (wB97M-V/def2-TZVPD, the Open Molecules 2025 dataset).

```
13
Properties=species:S:1:pos:R:3
C 2.48 -0.36 -0.20
C 0.45 0.88 0.36
C -3.17 -0.60 -0.12
H 2.68 -0.92 0.69
H 2.81 -0.92 -1.14
H 3.07 0.49 -0.07
H 0.97 1.88 0.41
H 0.22 0.49 1.31
H -3.52 -1.54 0.15
H -3.98 -0.01 -0.64
N -1.91 -0.39 0.07
O 1.06 -0.16 -0.46
S -1.16 1.17 -0.36
```

* LUMO: 1.0 eV
* largest force on an atom: 3.06 eV/A
* energy: -646.60061 Eh
* frontier orbital gap: 9.81 eV

Atom charges from the Löwdin analysis, given in e for atoms 1 to 2: number 1, C, carries -0.0949; number 2, C, carries -0.5354

***

Record 7
# C7H13N2OS

A 3-piece molecular cluster, C7H13N2OS overall in a non-equilibrium geometry (wB97M-V/def2-TZVPD, the Open Molecules 2025 dataset).

```
24
Properties=species:S:1:pos:R:3
C -1.46 -1.02 1.41
C -2.77 -1.04 1.05
C -1.28 -0.54 -0.87
C -0.61 -0.78 0.30
C 1.43 -2.94 -0.85
C 0.04 3.48 -0.20
C 1.72 -0.63 -0.15
N 2.17 -1.68 -0.64
N 0.21 2.29 0.66
O 2.11 0.49 0.11
S -2.98 -0.54 -0.65
H -1.21 -1.23 2.40
H -3.60 -0.95 1.63
H -0.90 -0.52 -1.86
H 0.41 -2.79 -1.04
H 1.74 -3.57 -1.69
H 1.45 -3.54 0.03
H 0.29 4.36 0.37
H 0.56 3.31 -1.16
H -1.12 3.57 -0.39
H 3.04 -1.61 -1.07
H -0.21 1.38 0.27
H -0.18 2.65 1.59
H 1.15 1.86 0.74
```

* charge: +1
* LUMO (spin up / spin down): -3.2 / -3.2 eV
* largest force on an atom: 6.76 eV/A
* energy: -857.10253 Eh
* frontier orbital gap (spin up / spin down): 9.04 / 9.04 eV

Atom charges from the Löwdin analysis, given in e for atoms 1 to 2: number 1, C, carries -0.1943; number 2, C, carries -0.3376

***

Record 8
# C3H8NSi

A 2-piece molecular cluster, C3H8NSi overall in a non-equilibrium geometry (wB97M-V/def2-TZVPD, the Open Molecules 2025 dataset).

```
13
Properties=species:S:1:pos:R:3
C 1.68 -0.32 0.65
C 2.88 -0.97 0.93
C -1.48 1.24 -1.06
N 0.65 0.10 0.34
Si -2.88 0.08 -0.43
H 3.44 -0.44 1.80
H 2.61 -1.91 1.27
H 3.52 -1.15 -0.02
H -0.64 0.55 -1.19
H -1.79 1.89 -1.79
H -1.20 1.75 -0.12
H -2.57 -1.21 0.18
H -4.22 0.40 -0.54
```

* charge: +1
* LUMO: -6.4 eV
* largest force on an atom: 4.46 eV/A
* energy: -462.99635 Eh
* frontier orbital gap: 8.77 eV

Atom charges from the Löwdin analysis, given in e for atoms 1 to 2: number 1, C, carries -0.2590; number 2, C, carries -0.0624

***

Record 9
# C30H43F8O3SSi

A 2-piece molecular cluster, C30H43F8O3SSi overall in a non-equilibrium geometry (wB97M-V/def2-TZVPD, the Open Molecules 2025 dataset).

```
86
Properties=species:S:1:pos:R:3
C 3.75 1.83 -0.70
C 3.81 0.45 -1.48
O 5.17 0.11 -1.79
C 3.19 -0.65 -0.55
O 3.33 -2.00 -1.08
S 2.50 -3.14 -0.24
C 0.77 -3.30 -0.89
C 0.65 -4.31 -2.08
C 1.86 -4.29 -3.10
C 1.98 -2.98 -3.97
C 0.62 -2.45 -4.57
C 0.18 -1.03 -3.98
C -1.28 -1.11 -3.39
C -2.10 0.25 -3.50
Si -2.11 1.12 -1.79
C -3.06 2.76 -1.85
C -0.28 1.43 -1.27
C -2.81 -0.16 -0.57
C -4.02 -0.90 -1.00
C -4.55 -1.92 -0.08
C -3.92 -2.18 1.20
C -2.73 -1.45 1.64
C -2.20 -0.44 0.73
C 2.25 -2.63 1.50
C 3.03 -3.26 2.56
C 2.80 -2.83 3.93
C 1.86 -1.77 4.30
C 1.07 -1.14 3.24
C 1.27 -1.59 1.88
H 4.25 2.65 -1.28
H 2.69 2.15 -0.50
H 4.27 1.77 0.30
H 3.15 0.58 -2.38
H 5.38 0.50 -2.65
H 3.66 -0.51 0.46
H 2.10 -0.41 -0.47
H 0.41 -2.26 -1.13
H 0.10 -3.68 -0.06
H 0.62 -5.36 -1.66
H -0.30 -4.20 -2.67
H 1.68 -5.14 -3.83
H 2.82 -4.53 -2.59
H 2.63 -3.25 -4.85
H 2.51 -2.16 -3.44
H 0.80 -2.26 -5.67
H -0.22 -3.19 -4.53
H 0.87 -0.85 -3.10
H 0.28 -0.19 -4.72
H -1.90 -1.92 -3.88
H -1.17 -1.45 -2.32
H -1.72 0.92 -4.32
H -3.17 -0.04 -3.70
H -4.17 2.64 -1.79
H -2.82 3.24 -2.85
H -2.73 3.51 -1.08
H -0.16 1.61 -0.17
H 0.15 2.30 -1.83
H 0.27 0.47 -1.50
H -4.52 -0.70 -1.98
H -5.44 -2.50 -0.40
H -4.30 -2.96 1.91
H -2.22 -1.66 2.61
H -1.29 0.16 0.98
H 3.77 -4.06 2.31
H 3.37 -3.31 4.76
H 1.75 -1.45 5.36
H 0.34 -0.32 3.44
H 0.70 -1.14 1.03
C -2.07 2.93 3.95
C -0.79 2.66 3.14
C 0.52 3.14 3.77
F 0.55 4.47 3.94
F 1.57 2.84 2.95
F -0.94 3.16 1.89
F -0.69 1.30 2.99
O -2.83 4.08 3.59
C -2.46 5.31 4.13
C -1.99 6.30 3.05
F -0.94 5.82 2.36
F -1.59 7.46 3.62
F -1.54 5.13 5.10
F -3.56 5.81 4.73
H -2.74 2.10 3.74
H -1.89 2.89 5.03
H 0.70 2.66 4.73
H -2.80 6.51 2.35
```

* charge: +1
* LUMO: -3.7 eV
* largest force on an atom: 3.26 eV/A
* energy: -2880.90582 Eh
* frontier orbital gap: 7.66 eV

Atom charges from the Löwdin analysis, given in e for atoms 1 to 2: number 1, C, carries -0.0378; number 2, C, carries -0.3886

***

Record 10
# C5H8N2

One molecule with the formula C5H8N2 (wB97M-V/def2-TZVPD, the Open Molecules 2025 dataset).

```
15
Properties=species:S:1:pos:R:3
C -2.15 0.54 -1.10
N -0.86 0.10 -0.63
C 0.10 -0.55 -1.33
C 1.18 -0.69 -0.49
C 0.78 -0.08 0.72
C 1.55 0.06 1.99
N -0.46 0.40 0.62
H -2.41 -0.04 -1.99
H -2.13 1.61 -1.36
H -2.89 0.38 -0.32
H -0.07 -0.84 -2.36
H 2.12 -1.17 -0.71
H 2.56 0.44 1.79
H 1.65 -0.91 2.50
H 1.04 0.75 2.66
```

* LUMO: 1.0 eV
* largest force on an atom: 0.22 eV/A
* energy: -304.81898 Eh
* frontier orbital gap: 9.98 eV

Atom charges from the Löwdin analysis, given in e for atoms 1 to 2: number 1, C, carries -0.0279; number 2, N, carries -0.2295

***

Record 11
# C3H7OPS

A 2-piece molecular cluster, C3H7OPS overall in a non-equilibrium geometry (wB97M-V/def2-TZVPD, the Open Molecules 2025 dataset).

```
13
Properties=species:S:1:pos:R:3
C -2.06 -0.70 -0.48
C -1.50 0.69 -0.82
C 3.24 0.42 1.52
O -1.08 -1.78 -0.60
P 0.49 -1.41 -0.85
S 0.29 0.68 -0.50
H -2.43 -0.70 0.58
H -2.83 -0.97 -1.21
H -1.47 0.91 -1.90
H -2.06 1.45 -0.30
H 3.65 1.04 2.26
H 2.15 0.30 1.66
H 3.61 0.05 0.64
```

* LUMO (spin up / spin down): -0.2 / 0.2 eV
* largest force on an atom: 3.56 eV/A
* energy: -933.17926 Eh
* frontier orbital gap (spin up / spin down): 8.45 / 7.31 eV

Atom charges from the Löwdin analysis, given in e for atoms 1 to 2: number 1, C, carries -0.2932; number 2, C, carries -0.5403

***

Record 12
# C4H5Cl2P

One molecule with the formula C4H5Cl2P in a non-equilibrium geometry (wB97M-V/def2-TZVPD, the Open Molecules 2025 dataset).

```
12
Properties=species:S:1:pos:R:3
C 2.13 0.05 0.51
C -1.30 -0.19 -0.57
C -0.50 -0.99 0.41
C -1.41 1.11 -0.78
P 1.24 -1.13 -0.29
Cl 3.82 0.31 0.00
Cl -0.52 2.27 0.07
H 1.83 0.42 1.50
H -1.86 -0.94 -1.18
H -0.44 -0.64 1.42
H -1.01 -1.94 0.36
H -1.96 1.66 -1.46
```

* LUMO: -0.1 eV
* largest force on an atom: 2.31 eV/A
* energy: -1417.07262 Eh
* frontier orbital gap: 9.01 eV

Atom charges from the Löwdin analysis, given in e for atoms 1 to 2: number 1, C, carries -0.9259; number 2, C, carries -0.2906

***

Which of these has the highest largest force on an atom? C15H35N7OReS4

***

energy of number 7 (C7H13N2OS)? -857.10253 Eh

***

Copy entry 4 word for word.
# C3H8O3

A 2-piece molecular cluster, C3H8O3 overall in a non-equilibrium geometry (wB97M-V/def2-TZVPD, the Open Molecules 2025 dataset).

```
14
Properties=species:S:1:pos:R:3
C -0.93 -1.28 1.00
O -1.22 -0.83 -0.30
C -2.17 -1.83 1.69
H -0.57 -0.44 1.60
H -0.19 -2.08 0.97
H -0.97 0.08 -0.45
H -2.81 -1.04 2.07
H -1.92 -2.53 2.48
H -2.77 -2.37 0.95
O 3.50 1.99 -0.72
C 3.04 2.31 -1.77
O 1.72 2.36 -2.07
H 3.65 2.72 -2.60
H 1.62 2.92 -2.85
```

* LUMO: 0.4 eV
* largest force on an atom: 1.43 eV/A
* energy: -344.80370 Eh
* frontier orbital gap: 10.59 eV

Atom charges from the Löwdin analysis, given in e for atoms 1 to 2: number 1, C, carries -0.3289; number 2, O, carries -0.0766

***

What is the energy in the twelfth record? -1417.07262 Eh